The following is a quantum chemistry calculation of a 14-piece molecular cluster, C54H140N4O18 overall, from OMol25.

Each atom is followed by the atoms it is bonded to, with distances in Å.
Element x y z (Å)
1 O 2.940 4.546 -0.237  C23 1.406, C42 1.413
2 O -6.518 2.487 -3.595  C54 1.516, H86 0.984
3 O 7.134 -0.796 1.553  C24 1.409, H200 0.941
4 O 0.149 -5.084 -1.028  C70 1.420, H213 0.973
5 O 5.092 -2.482 -0.107  C63 1.467, H208 0.980
6 O -2.519 -1.614 5.947  C43 1.409, H179 0.970
7 O -2.634 -4.225 0.027  C35 1.371, C60 1.415
8 O -5.841 5.717 -3.422  C47 1.490, H124 0.970
9 O 1.468 -2.545 4.568  C58 1.424, C71 1.390
10 O -0.239 2.199 -0.738  C59 1.444, C64 1.411
11 O 1.952 0.199 2.082  C34 1.460, C36 1.420
12 O 2.430 6.256 -6.057  C26 1.432, C55 1.432
13 O -4.336 7.401 2.060  C75 1.436, H209 0.964
14 O -2.203 0.787 4.362  C48 1.505, H117 1.023
15 O -2.483 -5.813 -3.433  C39 1.387, C68 1.467
16 O 1.216 3.435 4.295  C46 1.371, C73 1.422
17 O 1.709 1.230 -4.935  C44 1.473, H110 0.960
18 O 2.329 -4.634 0.862  C56 1.423, H84 0.979
19 N 1.492 6.030 -3.242  C61 1.496, C65 1.482, H116 1.012
20 N 0.488 0.969 5.094  C49 1.481, C52 1.496, H142 0.998
21 N -5.085 -4.299 -1.796  C40 1.459, C53 1.456, H104 1.004
22 N -0.070 -0.413 -0.105  C29 1.504, C57 1.451, H152 1.030
23 C 2.147 4.445 -1.394  O1 1.406, C65 1.506, H106 1.076, H176 1.108
24 C 8.101 -1.067 2.541  O3 1.409, C38 1.549, C74 1.505, H204 1.095
25 C -1.304 1.921 2.433  C48 1.467, H123 1.096, H198 1.116, H210 1.081
26 C 3.259 6.357 -7.221  O12 1.432, H92 1.091, H196 1.138, H211 1.141
27 C -4.670 1.560 -4.556  C54 1.509, H78 1.093, H82 1.014, H147 1.033
28 C -4.170 -2.164 4.345  C43 1.509, H136 1.064, H145 1.080, H205 1.183
29 C 0.611 -1.375 0.829  N22 1.504, C34 1.530, H125 1.132, H164 1.034
30 C -0.410 -3.405 -2.634  C70 1.524, H113 1.118, H137 1.130, H144 1.117
31 C -3.770 -3.523 6.466  C43 1.526, H146 1.062, H174 1.068, H216 1.087
32 C 4.707 -3.689 -2.226  C63 1.557, H91 1.118, H140 1.076, H177 1.093
33 C 2.686 -6.924 1.411  C56 1.503, H100 1.116, H170 1.096, H172 1.101
34 C 2.023 -1.039 1.313  O11 1.460, C29 1.530, H118 1.157, H184 1.120
35 C -3.456 -3.157 -0.227  O7 1.371, C40 1.485, H88 1.083, H201 1.138
36 C 3.224 0.407 2.678  O11 1.420, H99 1.129, H107 1.077, H169 1.088
37 C -3.695 0.974 2.579  C48 1.539, H81 1.074, H187 1.074, H191 1.115
38 C 8.687 0.294 2.991  C24 1.549, H108 1.091, H126 1.098, H192 1.093
39 C -1.600 -6.870 -3.267  O15 1.387, H129 1.098, H143 1.079, H158 1.087
40 C -4.102 -3.247 -1.561  N21 1.459, C35 1.485, H193 1.084, H207 1.079
41 C 6.082 -4.718 -0.412  C63 1.506, H128 1.130, H173 1.051, H194 1.102
42 C 3.358 3.387 0.453  O1 1.413, H94 1.086, H132 1.140, H190 1.098
43 C -3.162 -2.705 5.330  O6 1.409, C28 1.509, C31 1.526, H161 1.095
44 C 2.283 0.149 -5.753  O17 1.473, C67 1.546, C69 1.565, H203 1.158
45 C -3.493 6.316 -3.059  C47 1.529, H139 1.047, H181 1.125, H197 1.117
46 C 0.508 3.351 5.467  O16 1.371, C49 1.500, H79 1.169, H97 1.104
47 C -4.907 6.397 -2.482  O8 1.490, C45 1.529, C72 1.528, H90 1.109
48 C -2.188 0.830 2.858  O14 1.505, C25 1.467, C37 1.539, H114 1.149
49 C 0.689 2.014 6.123  N20 1.481, C46 1.500, H182 1.104, H188 1.091
50 C -5.772 0.265 -2.685  C54 1.494, H101 1.080, H111 1.076, H183 1.080
51 C 0.673 -5.706 2.469  C56 1.560, H105 1.112, H119 1.074, H153 1.112
52 C 0.657 -0.437 5.578  N20 1.496, C71 1.540, H167 1.135, H214 1.087
53 C -4.806 -5.224 -2.885  N21 1.456, C68 1.546, H83 1.109, H212 1.097
54 C -5.954 1.114 -3.901  O2 1.516, C27 1.509, C50 1.494, H122 1.064
55 C 2.566 5.047 -5.301  O12 1.432, C61 1.550, H96 1.106, H121 1.123
56 C 2.111 -5.614 1.871  O18 1.423, C33 1.503, C51 1.560, H185 1.094
57 C 0.746 0.031 -1.220  N22 1.451, C59 1.528, H149 1.084, H180 1.085
58 C 1.245 -3.294 5.759  O9 1.424, H133 1.067, H159 1.069, H199 1.074
59 C 0.043 1.258 -1.796  O10 1.444, C57 1.528, H80 1.115, H166 1.069
60 C -2.541 -4.535 1.405  O7 1.415, H163 1.094, H168 1.074, H175 1.101
61 C 1.395 4.965 -4.289  N19 1.496, C55 1.550, H138 1.095, H141 1.090
62 C -3.454 5.429 1.100  C75 1.527, H93 1.089, H103 1.079, H157 1.055
63 C 4.906 -3.817 -0.687  O5 1.467, C32 1.557, C41 1.506, H109 1.082
64 C -1.294 3.094 -1.016  O10 1.411, H98 1.119, H115 1.075, H215 1.125
65 C 2.421 5.732 -2.126  N19 1.482, C23 1.506, H85 1.082, H189 1.156
66 C -4.798 5.296 3.126  C75 1.496, H134 1.135, H155 1.145, H195 1.122
67 C 3.696 0.613 -6.177  C44 1.546, H127 1.079, H154 1.070, H186 1.067
68 C -3.585 -6.095 -2.508  O15 1.467, C53 1.546, H112 1.099, H206 1.115
69 C 2.280 -1.156 -4.888  C44 1.565, H95 1.118, H130 1.107, H202 1.092
70 C 0.691 -4.303 -2.083  O4 1.420, C30 1.524, C76 1.611, H165 1.088
71 C 0.569 -1.491 4.459  O9 1.390, C52 1.540, H151 1.096, H162 1.072
72 C -5.468 7.806 -2.298  C47 1.528, H120 1.050, H135 1.130, H160 1.119
73 C 0.984 4.617 3.539  O16 1.422, H102 1.096, H148 1.102, H178 1.084
74 C 9.061 -2.088 1.992  C24 1.505, H77 1.089, H89 1.057, H150 1.070
75 C -3.776 6.128 2.418  O13 1.436, C62 1.527, C66 1.496, H131 1.100
76 C 1.387 -5.043 -3.333  C70 1.611, H87 1.064, H156 1.095, H171 1.074
77 H 9.554 -1.606 1.148  C74 1.089
78 H -4.772 1.994 -5.555  C27 1.093
79 H 0.971 4.167 6.165  C46 1.169
80 H -0.965 1.007 -2.199  C59 1.115
81 H -3.911 1.910 3.061  C37 1.074
82 H -4.220 2.100 -3.825  C27 1.014
83 H -5.745 -5.783 -3.074  C53 1.109
84 H 1.611 -4.690 0.201  O18 0.979
85 H 2.258 6.473 -1.355  C65 1.082
86 H -7.421 2.466 -3.204  O2 0.984
87 H 1.713 -5.979 -2.946  C76 1.064
88 H -3.099 -2.154 -0.030  C35 1.083
89 H 8.543 -2.909 1.575  C74 1.057
90 H -5.149 5.896 -1.523  C47 1.109
91 H 4.581 -4.699 -2.688  C32 1.118
92 H 4.307 6.527 -6.972  C26 1.091
93 H -2.764 5.942 0.431  C62 1.089
94 H 4.279 3.550 1.006  C42 1.086
95 H 3.215 -1.047 -4.283  C69 1.118
96 H 3.489 5.112 -4.694  C55 1.106
97 H -0.539 3.675 5.335  C46 1.104
98 H -1.178 3.732 -1.928  C64 1.119
99 H 3.917 0.142 1.827  C36 1.129
100 H 2.325 -7.130 0.376  C33 1.116
101 H -5.485 -0.711 -3.048  C50 1.080
102 H 1.112 5.517 4.151  C73 1.096
103 H -2.873 4.554 1.350  C62 1.079
104 H -6.029 -3.960 -1.848  N21 1.004
105 H 0.651 -6.274 3.424  C51 1.112
106 H 1.108 4.268 -1.175  C23 1.076
107 H 3.217 1.437 2.990  C36 1.077
108 H 9.482 0.575 2.299  C38 1.091
109 H 4.018 -4.271 -0.268  C63 1.082
110 H 1.565 2.012 -5.472  O17 0.960
111 H -6.681 0.131 -2.125  C50 1.076
112 H -3.844 -7.141 -2.725  C68 1.099
113 H 0.008 -2.818 -3.489  C30 1.118
114 H -1.867 -0.198 2.456  C48 1.149
115 H -2.226 2.630 -1.284  C64 1.075
116 H 1.661 6.922 -3.688  N19 1.012
117 H -1.239 0.850 4.699  O14 1.023
118 H 2.749 -0.775 0.452  C34 1.157
119 H 0.291 -4.727 2.686  C51 1.074
120 H -6.419 7.675 -1.873  C72 1.050
121 H 2.554 4.156 -5.984  C55 1.123
122 H -6.690 0.657 -4.520  C54 1.064
123 H -1.406 2.125 1.360  C25 1.096
124 H -5.710 4.777 -3.220  O8 0.970
125 H 0.825 -2.237 0.127  C29 1.132
126 H 9.122 0.175 3.992  C38 1.098
127 H 4.174 -0.098 -6.834  C67 1.079
128 H 6.180 -4.957 0.688  C41 1.130
129 H -1.919 -7.725 -3.877  C39 1.098
130 H 2.263 -2.063 -5.523  C69 1.107
131 H -2.892 6.315 3.045  C75 1.100
132 H 2.619 3.102 1.272  C42 1.140
133 H 1.554 -4.310 5.656  C58 1.067
134 H -4.365 4.316 3.500  C66 1.135
135 H -4.814 8.302 -1.522  C72 1.130
136 H -4.967 -2.849 4.175  C28 1.064
137 H -1.243 -4.087 -2.977  C30 1.130
138 H 0.423 5.085 -4.777  C61 1.095
139 H -2.964 5.431 -2.877  C45 1.047
140 H 5.628 -3.323 -2.646  C32 1.076
141 H 1.324 4.007 -3.775  C61 1.090
142 H 1.187 1.104 4.394  N20 0.998
143 H -0.665 -6.561 -3.709  C39 1.079
144 H -0.910 -2.730 -1.899  C30 1.117
145 H -4.604 -1.280 4.787  C28 1.080
146 H -4.460 -4.252 6.119  C31 1.062
147 H -4.098 0.709 -4.682  C27 1.033
148 H 1.698 4.700 2.705  C73 1.102
149 H 1.755 0.380 -1.032  C57 1.084
150 H 9.739 -2.270 2.799  C74 1.070
151 H 0.607 -1.056 3.453  C71 1.096
152 H -0.262 0.476 0.380  N22 1.030
153 H -0.105 -6.182 1.831  C51 1.112
154 H 4.319 0.763 -5.320  C67 1.070
155 H -5.674 4.907 2.499  C66 1.145
156 H 0.667 -5.177 -4.147  C76 1.095
157 H -4.273 5.163 0.490  C62 1.055
158 H -1.466 -7.087 -2.210  C39 1.087
159 H 0.205 -3.176 5.978  C58 1.069
160 H -5.560 8.373 -3.259  C72 1.119
161 H -2.494 -3.371 4.775  C43 1.095
162 H -0.447 -1.827 4.529  C71 1.072
163 H -1.981 -5.474 1.391  C60 1.094
164 H 0.037 -1.683 1.632  C29 1.034
165 H 1.460 -3.630 -1.711  C70 1.088
166 H 0.731 1.794 -2.415  C59 1.069
167 H 1.658 -0.504 6.107  C52 1.135
168 H -3.491 -4.755 1.856  C60 1.074
169 H 3.288 -0.229 3.559  C36 1.088
170 H 3.776 -6.851 1.319  C33 1.096
171 H 2.256 -4.576 -3.758  C76 1.074
172 H 2.328 -7.730 2.070  C33 1.101
173 H 6.931 -4.313 -0.880  C41 1.051
174 H -3.024 -3.968 7.087  C31 1.068
175 H -2.018 -3.795 2.031  C60 1.101
176 H 2.554 3.552 -1.906  C23 1.108
177 H 3.878 -3.023 -2.476  C32 1.093
178 H -0.015 4.730 3.134  C73 1.084
179 H -2.495 -0.863 5.333  O6 0.970
180 H 0.841 -0.769 -1.946  C57 1.085
181 H -3.561 6.495 -4.168  C45 1.125
182 H -0.133 1.851 6.841  C49 1.104
183 H -5.090 0.641 -1.937  C50 1.080
184 H 2.371 -1.867 1.982  C34 1.120
185 H 2.790 -5.321 2.678  C56 1.094
186 H 3.647 1.552 -6.680  C67 1.067
187 H -4.225 0.112 2.937  C37 1.074
188 H 1.632 2.000 6.671  C49 1.091
189 H 3.499 5.671 -2.540  C65 1.156
190 H 3.464 2.568 -0.272  C42 1.098
191 H -3.872 1.022 1.479  C37 1.115
192 H 7.828 0.967 2.931  C38 1.093
193 H -4.588 -2.285 -1.672  C40 1.084
194 H 5.946 -5.669 -0.952  C41 1.102
195 H -5.168 5.799 4.058  C66 1.122
196 H 3.157 5.425 -7.866  C26 1.138
197 H -2.784 7.106 -2.713  C45 1.117
198 H -0.219 1.839 2.680  C25 1.116
199 H 1.918 -2.923 6.508  C58 1.074
200 H 6.822 -1.574 1.126  O3 0.941
201 H -4.298 -3.255 0.533  C35 1.138
202 H 1.394 -1.281 -4.263  C69 1.092
203 H 1.591 -0.041 -6.662  C44 1.158
204 H 7.577 -1.513 3.393  C24 1.095
205 H -3.717 -1.950 3.273  C28 1.183
206 H -3.337 -5.907 -1.436  C68 1.115
207 H -3.394 -3.269 -2.375  C40 1.079
208 H 4.229 -2.186 0.249  O5 0.980
209 H -3.622 8.036 1.933  O13 0.964
210 H -1.549 2.768 3.058  C25 1.081
211 H 2.935 7.275 -7.817  C26 1.141
212 H -4.471 -4.763 -3.823  C53 1.097
213 H -0.732 -4.753 -0.780  O4 0.973
214 H -0.085 -0.660 6.341  C52 1.087
215 H -1.326 3.797 -0.138  C64 1.125
216 H -4.299 -2.883 7.167  C31 1.087

E_LUMO: 0.44 eV
energy: -3714.3902 hartree
max |F|: 0.09515 hartree/bohr
gap between HOMO and LUMO: 9.033 eV
charge: 0
ΔE to the lowest compared entry with this formula, charge and spin: 152.2 kJ/mol